No. 1
ORCA calculation (the ωB97M-V functional and the def2-TZVPD basis) on a structure of composition C39H40BCl56F5N4O4P.

Its total energy is -28665.88761 Ha. As for the HOMO-LUMO gap: 8.35 eV.

```
! wB97M-V def2-TZVPD RIJCOSX def2/J DEFGRID3
* xyz 1 1
C 1.083 -0.119 3.001
C 0.820 1.087 2.450
N -0.045 1.210 1.261
C -1.426 1.651 1.598
C -1.526 2.959 2.465
C -2.911 2.992 3.258
C -2.766 2.368 4.697
C -2.908 0.794 4.745
C -4.124 0.222 3.921
C 0.371 0.940 0.058
N 1.753 0.635 -0.316
C 2.811 1.526 0.073
F 3.699 1.948 -0.891
F 2.406 2.713 0.693
C 3.724 0.772 1.183
F 3.881 1.568 2.305
F 4.926 0.443 0.598
C 1.576 0.175 -1.707
C 2.783 -0.267 -2.621
C 2.633 -1.795 -2.986
C 2.980 -2.715 -1.890
C 2.858 -4.149 -2.062
C 2.395 -4.682 -3.333
C 2.075 -3.747 -4.421
C 1.568 -4.412 -5.750
C 2.196 -2.293 -4.280
C 0.358 1.008 -2.316
C 0.033 0.284 -3.667
B -1.252 0.702 -4.533
O -1.311 0.121 -5.837
O -2.327 1.515 -4.171
P 0.616 2.822 -2.767
N -0.767 3.527 -2.529
O 1.147 3.034 -4.351
O 1.707 3.655 -1.819
N -0.474 0.900 -1.099
C -1.646 0.021 -1.092
C -1.489 -1.522 -1.330
C -2.787 -2.031 -2.090
F -3.955 -1.853 -1.338
H 1.893 -0.193 3.767
H 0.528 -1.050 2.750
H 1.220 2.013 2.909
H -1.948 0.823 2.137
H -1.917 1.921 0.623
H -0.671 3.185 3.141
H -1.597 3.829 1.748
H -3.163 4.082 3.366
H -3.704 2.532 2.621
H -1.724 2.600 5.057
H -3.479 2.914 5.365
H -3.072 0.498 5.816
H -1.948 0.339 4.361
H -4.111 -0.900 4.013
H -4.058 0.450 2.822
H -5.107 0.642 4.271
H 3.210 -0.180 1.461
H 1.123 -0.841 -1.505
H 3.786 -0.210 -2.108
H 2.894 0.360 -3.547
H 3.337 -2.311 -0.921
H 3.096 -4.861 -1.244
H 2.300 -5.783 -3.499
H 0.462 -4.181 -5.800
H 2.017 -3.966 -6.665
H 1.644 -5.521 -5.683
H 1.966 -1.578 -5.098
H 0.019 -0.845 -3.622
H 0.897 0.496 -4.362
H -1.571 0.869 -6.408
H -3.182 1.088 -4.367
H -0.643 4.267 -1.829
H 2.109 2.870 -4.409
H 2.562 3.654 -2.295
H -2.365 0.416 -1.870
H -2.279 0.088 -0.163
H -1.511 -2.056 -0.336
H -0.630 -1.909 -1.917
H -2.835 -1.530 -3.100
H -2.613 -3.123 -2.311
C -6.266 5.445 3.703
Cl -5.449 6.195 2.317
Cl -5.182 5.458 5.106
Cl -7.738 6.349 4.085
Cl -6.682 3.770 3.298
C -4.012 8.327 -1.334
Cl -2.893 7.129 -2.011
Cl -3.116 9.791 -0.894
Cl -5.247 8.728 -2.537
Cl -4.792 7.654 0.113
C 7.293 -2.366 -0.864
Cl 8.142 -3.534 -1.888
Cl 7.962 -0.746 -1.132
Cl 5.563 -2.367 -1.276
Cl 7.493 -2.814 0.839
C -6.364 -3.619 3.057
Cl -5.564 -2.823 1.686
Cl -5.286 -3.598 4.465
Cl -7.864 -2.757 3.448
Cl -6.742 -5.294 2.631
C -10.101 0.241 4.658
Cl -9.298 1.017 3.281
Cl -9.018 0.259 6.061
Cl -11.589 1.117 5.048
Cl -10.492 -1.435 4.235
C -0.563 4.473 7.813
Cl 0.540 3.283 7.096
Cl 0.343 5.932 8.240
Cl -1.827 4.882 6.639
Cl -1.307 3.789 9.267
C 4.118 4.999 6.614
Cl 3.199 6.382 7.233
Cl 4.171 3.726 7.845
Cl 3.333 4.374 5.148
Cl 5.769 5.509 6.221
C 9.945 5.628 5.264
Cl 10.735 6.379 3.868
Cl 11.057 5.623 6.642
Cl 8.487 6.546 5.684
Cl 9.494 3.960 4.862
C -8.483 -7.548 5.466
Cl -8.651 -5.919 4.789
Cl -7.041 -8.324 4.784
Cl -8.319 -7.443 7.228
Cl -9.917 -8.507 5.062
C -1.154 3.574 -7.988
Cl -1.299 5.206 -8.657
Cl 0.227 2.748 -8.734
Cl -0.909 3.669 -6.237
Cl -2.639 2.660 -8.326
C 5.504 -5.760 -7.337
Cl 7.139 -5.577 -6.677
Cl 5.462 -5.134 -8.994
Cl 5.056 -7.475 -7.341
Cl 4.355 -4.854 -6.334
C -0.688 -7.751 -5.783
Cl -1.828 -6.447 -6.158
Cl 0.801 -7.523 -6.717
Cl -0.296 -7.707 -4.042
Cl -1.414 -9.304 -6.210
C 12.245 4.166 0.450
Cl 11.189 3.963 1.859
Cl 11.398 3.617 -1.008
Cl 12.671 5.878 0.276
Cl 13.719 3.209 0.673
C -1.399 -11.987 -2.970
Cl -2.444 -12.178 -1.551
Cl -2.242 -12.586 -4.410
Cl -1.004 -10.270 -3.190
Cl 0.095 -12.910 -2.733
*
```



No. 2
ORCA calculation (the ωB97M-V functional and the def2-TZVPD basis) on a structure of composition C27H36N3O4PRuSi.

Its total energy is -2241.06319 Ha. The value obtained for the energy above the lowest of the compared OMol25 structures with the same formula, charge and spin is 6.2 kJ/mol. As for the HOMO-LUMO gap (spin up / spin down): 7.24 / 6.58 eV. The expectation value of S² is 8.77.

```
! wB97M-V def2-TZVPD RIJCOSX def2/J DEFGRID3
* xyz 1 6
Ru -0.115 -0.032 0.267
O 1.915 -0.343 1.215
C 2.264 -0.331 2.409
C 1.426 -0.364 3.556
C 2.066 -0.406 4.808
C 1.324 -0.480 5.948
C -0.079 -0.513 5.897
C -0.724 -0.468 4.694
C -0.002 -0.382 3.474
O -0.641 -0.320 2.360
N 2.001 -0.528 7.247
O 3.215 -0.516 7.246
O 1.302 -0.584 8.236
H 3.344 -0.309 2.608
H 3.147 -0.386 4.871
H -0.632 -0.573 6.824
H -1.804 -0.488 4.641
N -2.548 -0.246 0.237
C -3.026 -1.512 -0.220
C -4.281 -1.725 -0.713
C -4.682 -3.018 -1.121
C -3.835 -4.080 -1.003
C -2.519 -3.886 -0.515
C -1.575 -4.930 -0.372
C -0.315 -4.650 0.075
C 0.027 -3.311 0.337
N -0.823 -2.319 0.213
C -2.104 -2.590 -0.162
H -2.540 -0.191 1.256
H -3.074 0.538 -0.131
H -4.981 -0.900 -0.766
H -5.683 -3.165 -1.504
H -4.154 -5.076 -1.283
H -1.863 -5.945 -0.616
H 0.422 -5.429 0.209
H 1.034 -3.046 0.642
C -0.506 -1.976 -3.365
C 0.416 -0.762 -3.449
P 1.345 -0.458 -1.907
C 2.291 1.082 -2.204
C 2.781 1.336 -3.629
C 2.538 -1.835 -1.753
C 3.573 -1.999 -2.864
H -1.039 -2.116 -4.304
H -1.250 -1.855 -2.577
H 0.051 -2.893 -3.165
H -0.162 0.145 -3.645
H 1.125 -0.866 -4.272
H 3.124 1.065 -1.494
H 1.637 1.894 -1.879
H 3.399 0.527 -4.014
H 3.377 2.248 -3.649
H 1.947 1.478 -4.316
H 1.932 -2.740 -1.658
H 3.026 -1.692 -0.786
H 3.109 -2.074 -3.848
H 4.149 -2.910 -2.703
H 4.274 -1.166 -2.879
C -2.554 5.317 -1.036
Si -0.830 5.025 -0.399
C 0.453 5.530 -1.652
C -0.552 5.855 1.241
C -0.631 3.192 -0.147
C -0.446 1.986 -0.012
H -2.706 6.377 -1.249
H -3.301 5.013 -0.301
H -2.733 4.760 -1.957
H 0.421 6.609 -1.814
H 0.280 5.040 -2.612
H 1.457 5.271 -1.310
H -0.642 6.939 1.139
H 0.443 5.633 1.629
H -1.284 5.523 1.978
*
```